Model P:
The following is a DFT calculation (wB97M-V/def2-TZVPD) of 2 unconnected molecules or ions with the total composition C3H7NO3.

Summary:
**SMILES**: C=C(N)O.O=CO
**Total charge**: 0

XYZ file:
```
14
Properties=species:S:1:pos:R:3:lowdin_charge:R:1
C 0.5292 -1.4007 0.5201 -0.5362
H -0.9793 -2.4186 1.1488 0.1105
O 1.1201 1.8501 -0.4901 0.1064
C 0.1943 -0.2168 -1.2097 -0.0058
H -0.9310 1.8602 1.0397 0.1123
H 0.9755 -0.4247 1.0365 0.1474
H -0.7096 -0.6060 -1.6582 0.0950
H -1.7116 0.5903 0.2825 0.1035
C 0.1012 0.9696 -0.4685 -0.4946
O -0.7642 -1.4796 1.0252 -0.0200
O 1.2266 -2.3814 0.3675 0.0106
H 0.9043 2.6395 0.0219 0.1202
H 1.0962 -0.3345 -1.7878 0.0903
N -1.0516 1.3525 0.1721 0.1604
```

=====

Model Q:
The following is a DFT calculation (wB97M-V/def2-TZVPD) of 3 unconnected molecules or ions with the total composition C3H7NO3.

Summary:
**Total charge**: 0

XYZ file:
```
14
Properties=species:S:1:pos:R:3:lowdin_charge:R:1
O -2.5012 -1.0921 0.5941 0.0158
H 0.9237 0.5218 1.1919 0.1153
O -0.0752 -1.1995 -1.6897 0.1076
O -1.0524 -1.5679 2.1485 -0.0135
H 0.1851 1.4349 -1.6864 0.0813
C 0.8701 0.4484 0.1022 -0.1711
C 0.4239 -1.1796 -0.6117 -0.2296
H -0.3005 -0.4386 0.4483 0.1299
H 1.9099 0.3393 -0.2083 0.1127
C 0.1916 1.5987 -0.6066 -0.0995
H -0.8427 1.7144 -0.2771 0.0860
N -1.3664 -1.1395 1.0392 -0.3584
H 0.9044 -1.9698 -0.0306 0.1414
H 0.7297 2.5295 -0.4138 0.0821
```

=====

Model R:
The following is a DFT calculation (wB97M-V/def2-TZVPD) of C3H7NO3 in the gas phase.

Summary:
**Total charge**: 0

XYZ file:
```
14
Properties=species:S:1:pos:R:3:lowdin_charge:R:1
H 1.6501 1.5737 0.4886 0.1081
O -0.4339 0.6233 -0.4727 -0.1584
H -0.6236 0.2633 -2.4448 0.0887
C -0.9078 -0.2169 -1.5108 -0.0839
O 1.7103 -0.5200 0.8162 -0.0455
H -2.0013 -0.2539 -1.4944 0.0867
H 3.0329 0.5497 -0.1877 0.0940
H -0.7595 1.1003 1.4299 0.1494
H -1.4410 -1.5448 1.0560 0.1004
O -1.7263 -0.6221 1.0663 0.0203
C 2.0945 0.6005 0.3472 0.0379
H -0.5006 -1.2278 -1.4222 0.0927
C -0.5976 0.1675 0.8603 -0.5357
N 0.5038 -0.4926 1.4680 0.0453
```

=====

Model S:
The following is a DFT calculation (wB97M-V/def2-TZVPD) of C3H7NO3 in the gas phase.

Summary:
**SMILES**: N[C@@H](CO)C(=O)O
**Total charge**: 0

XYZ file:
```
14
Properties=species:S:1:pos:R:3:lowdin_charge:R:1
O 0.3536 1.8873 0.6395 -0.0687
H 0.6961 -1.8070 0.1555 0.0883
H 1.3071 -0.1134 0.9338 0.1394
C 0.3890 0.5100 0.9165 -0.2645
H -1.6064 -0.0930 0.1367 0.1872
H 1.0315 2.2781 1.2754 0.1469
H -0.7892 -2.1527 -0.0123 0.0517
H 0.0453 1.5760 -1.1616 0.0990
H -0.0013 0.4405 1.9724 0.1464
C -0.2938 -0.2976 -1.4556 -0.4610
O 0.2432 0.8876 -1.8401 0.1014
C -0.4903 -0.3144 0.0784 -0.3429
N -0.2096 -1.6463 0.5865 0.0635
O -0.6752 -1.1550 -2.2251 0.1132
```

=====

Most stable structure: model S

=====

Model P:
The following is a DFT calculation (wB97M-V/def2-TZVPD) of 2 unconnected molecules or ions with the total composition C3H7NO3.

Summary:
**SMILES**: O=CCNC=O.O
**Total charge**: 0

XYZ file:
```
14
Properties=species:S:1:pos:R:3:lowdin_charge:R:1
H 1.9994 0.3838 2.8072 0.0581
C -0.7489 -1.7138 0.0943 -0.2188
C -0.9282 -0.1659 -0.2038 -0.1528
O 1.3256 1.0952 2.6668 -0.0830
H 1.1131 1.1739 -2.4850 0.1270
C 0.0837 0.9052 -2.1691 -0.3510
H 1.1281 0.1024 -0.5732 0.1377
O 0.3084 -2.2536 0.0281 0.0668
H -0.9072 0.3306 0.7599 0.1152
H -1.8235 -0.2187 -0.7845 0.1135
N 0.1904 0.2618 -0.9317 0.0054
H 0.8451 1.1588 3.5064 0.0368
H -1.7134 -2.2082 0.1348 0.1083
O -0.8727 1.1485 -2.8502 0.0367
```

=====

Model Q:
The following is a DFT calculation (wB97M-V/def2-TZVPD) of C3H7NO3 in the gas phase.

Summary:
**SMILES**: N[C@@H](CO)C(=O)O
**Total charge**: 0

XYZ file:
```
14
Properties=species:S:1:pos:R:3:lowdin_charge:R:1
N -1.3295 -0.5169 -0.6767 0.0533
C 0.9313 -1.1138 0.4323 -0.4321
O 0.6065 -1.6586 1.4749 0.1095
H 0.4516 0.3215 -1.2092 0.1080
H 2.1056 -0.9037 -1.1051 0.1406
C -0.0295 1.1896 0.7049 -0.2153
H -1.5024 -1.3807 -0.1405 0.0965
H 0.8618 1.7678 0.5862 0.1081
C 0.0706 0.0058 -0.2933 -0.2320
H -1.6870 1.3173 -0.1747 0.0742
O -1.1887 1.9682 0.4078 -0.0998
O 2.1796 -1.2278 -0.1510 0.0751
H -0.1615 0.8822 1.8089 0.1493
H -1.3085 -0.6508 -1.6645 0.0646
```

=====

Most stable structure: model Q

=====

Model P:
The following is a DFT calculation (wB97M-V/def2-TZVPD) of C2H5NO2Si in the gas phase.

Summary:
**SMILES**: CC(=O)N1O[SiH2]1
**Total charge**: 0

XYZ file:
```
11
Properties=species:S:1:pos:R:3:lowdin_charge:R:1
O -0.1194 -1.9014 -0.7254 0.0737
H 2.1692 -1.2379 1.0066 0.0282
Si -1.7341 1.2255 -0.3413 0.7071
H 1.7150 0.5194 0.5393 0.0283
O -2.0916 -0.1516 0.4821 -0.2503
C 0.1625 -0.9342 -0.0813 -0.5043
H -1.8119 2.3186 0.5827 -0.0377
H 2.5407 -0.6474 -0.5188 0.0452
N -0.5762 0.0465 0.4491 -0.0891
C 1.8696 -0.5145 0.3164 0.0396
H -2.1237 1.2771 -1.7095 -0.0407
```

=====

Model Q:
The following is a DFT calculation (wB97M-V/def2-TZVPD) of C2H5NO2Si in the gas phase.

Summary:
**SMILES**: CO[SiH2]N=C=O
**Total charge**: 0

XYZ file:
```
11
Properties=species:S:1:pos:R:3:lowdin_charge:R:1
H 1.4799 1.5435 1.3484 -0.0274
H 1.4613 0.8780 -1.1906 -0.0063
H 0.4681 -1.7754 -1.0804 0.0341
N -0.6690 1.4713 -0.0389 0.0387
C -1.7679 1.8921 -0.0733 -0.4226
O 0.8980 -0.7462 0.7292 -0.3395
O -2.8859 2.1383 -0.1770 0.1644
Si 0.9189 0.8315 0.2263 0.5177
H -0.8479 -1.7843 -0.0419 0.0838
H 0.6947 -2.7063 0.3759 0.1146
C 0.2499 -1.7425 -0.0778 -0.1575
```

=====

Most stable structure: model Q

=====

Model P:
The following is a DFT calculation (wB97M-V/def2-TZVPD) of a molecular structure, C12H14F6I2IrNO4S2.

Summary:
**2S+1**: 2
**⟨S²⟩**: 0.7767
**Total charge**: +3

XYZ file:
```
42
Properties=species:S:1:pos:R:3:lowdin_charge:R:1
C -3.1528 1.3944 -1.8217 0.0218
C 4.3397 -0.4140 -1.7316 -0.6785
C 0.7258 2.9687 0.9157 0.0089
I 2.3813 -0.1315 2.8951 1.2510
F 4.9168 0.3023 -0.8023 0.2199
O 2.4876 -1.4683 0.1321 -0.5095
O 1.9733 0.6808 -0.6610 -0.3892
Ir 0.7341 -0.4059 0.8095 0.8395
C 2.0906 -2.2277 3.1725 -0.8742
C -0.7002 1.0439 1.7874 -0.2327
N 1.7728 -1.3075 -2.2846 -0.2414
H 0.2600 3.9587 0.8177 0.1440
C -2.7473 0.4925 0.4949 0.0919
H 1.4541 2.9122 0.1018 0.1085
C -2.0056 0.4206 1.7003 -0.1858
C -0.3397 1.9565 0.7577 -0.2436
C -1.1378 1.9896 -0.4431 0.1194
C -2.3406 1.2710 -0.5815 -0.1916
F 4.2832 0.1977 -2.8748 0.2473
H -2.7647 0.6230 3.6378 0.1449
H 2.8746 -2.7678 2.6509 0.0163
F -1.8595 -2.3343 -3.0576 0.2086
H -3.8612 0.5750 -1.9235 0.1088
C -2.6136 -0.1800 2.9016 0.0076
O -0.3280 -0.8022 -0.9843 -0.4622
H -3.7243 2.3281 -1.7887 0.1297
S 2.5383 -0.6333 -1.1296 0.7466
H -2.5155 1.4431 -2.7050 0.1056
F -0.7056 -0.7058 -3.9084 0.1987
O 0.3678 -3.1491 -1.1973 -0.2385
H 1.2221 2.9219 1.8827 0.0986
S 0.3437 -1.8754 -1.8223 0.7281
H -1.9416 -0.8863 3.3981 0.0604
H -3.5702 -0.6545 2.7009 0.1149
H -0.8071 2.6373 -1.2488 0.1682
H -0.3112 1.2288 2.7820 0.1018
H 2.0235 -2.4659 4.2300 0.0179
F -0.0716 -2.7597 -4.2139 0.2393
H -3.6867 -0.0462 0.4425 0.1585
C -0.6654 -1.9232 -3.4146 -0.6852
F 4.8327 -1.6137 -1.8143 0.2446
I 0.2284 -2.5939 2.1980 1.2810
```

=====

Model Q:
The following is a DFT calculation (wB97M-V/def2-TZVPD) of a molecular structure, C12H14F6I2IrNO4S2.

Summary:
**2S+1**: 2
**⟨S²⟩**: 0.8034
**Total charge**: +3

XYZ file:
```
42
Properties=species:S:1:pos:R:3:lowdin_charge:R:1
C -1.8261 -0.0098 -1.9356 -0.2407
C -2.4754 -0.6109 -0.8003 -0.0702
Ir -0.4034 -0.3414 -0.1616 1.1406
F 4.1301 2.3130 -1.8345 0.2211
H -3.9547 -2.2314 0.7033 0.1168
O -0.2876 1.8152 -0.0706 -0.5022
H -3.3360 -0.1076 -0.3758 0.1653
H 1.1098 -3.5328 -2.1894 0.1208
C -2.0985 -1.8901 -0.3115 -0.3225
H -0.4363 -3.2861 -0.2558 0.1637
C -0.6196 -0.6046 -2.3747 -0.0195
C -2.9484 -2.6415 0.6615 0.0020
H -0.0372 -0.0981 -3.1376 0.1697
O 1.6156 0.1096 -0.5861 -0.5102
F 0.6111 4.3722 1.5700 0.1275
C -2.3415 1.2549 -2.5160 0.0405
S 2.8037 0.8605 -0.0906 0.6435
H -1.9976 2.1070 -1.9215 0.1069
F 2.9347 0.7429 -2.7283 0.1807
N 2.2151 2.2812 0.3782 -0.4295
C 0.4535 4.3789 0.2544 -0.6876
O 1.0507 2.8246 -1.8520 -0.2000
H 2.4272 2.8750 4.7922 0.0490
H -3.4314 1.2574 -2.4937 0.1246
H -2.5369 -2.6597 1.6738 0.0572
S 0.8804 2.6829 -0.4489 0.6696
C 1.1150 -2.4579 -2.3614 0.0369
F -0.8020 4.5917 -0.0582 0.2087
H -2.9988 -3.6823 0.3336 0.1296
F 4.7639 0.2457 -1.6902 0.2217
I -0.5920 -0.6827 2.4766 0.7331
C -0.1354 -1.8418 -1.8586 -0.2527
H 2.7398 1.0239 5.0360 0.0489
H 1.9806 -2.0307 -1.8476 0.1077
C -0.8340 -2.4006 -0.7371 -0.0869
C 3.7523 1.0680 -1.7499 -0.6658
H -1.9885 1.3907 -3.5365 0.1238
I 1.3206 1.5304 2.8371 1.4115
H 1.2334 -2.2552 -3.4261 0.1265
C 2.2784 1.8413 4.4916 -0.2611
F 1.2550 5.2321 -0.3087 0.2378
O 3.6256 0.2837 0.9076 -0.2367
```

=====

Most stable structure: model P